*A*
A 10-piece molecular cluster, C3H26N6O10 overall, computed with the ωB97M-V functional and the def2-TZVPD basis.

Properties
SMILES ... NC(N)=O.NC(N)=O.NC(N)=O.O.O.O.O.O.O.O
2S+1 ... 1
Charge ... 0
Gap between HOMO and LUMO ... 8.503 eV

Last columns: bonded neighbours and bond lengths (Å).
Element x y z (Å)
1 O -2.376 -1.860 -1.987  H2 0.957, H3 0.957
2 H -1.453 -1.609 -2.027  O1 0.957
3 H -2.442 -2.627 -2.555  O1 0.957
4 O 1.851 -2.721 -0.417  H5 0.957, H6 0.957
5 H 1.079 -2.254 -0.735  O4 0.957
6 H 2.184 -2.178 0.297  O4 0.957
7 O -0.168 -0.649 0.195  H8 0.957, H9 0.957
8 H 0.057 -0.199 1.009  O7 0.957
9 H -0.055 0.015 -0.486  O7 0.957
10 O 0.507 0.840 2.407  H11 0.957, H12 0.957
11 H 1.092 1.043 3.137  O10 0.957
12 H -0.371 0.881 2.785  O10 0.957
13 O 2.996 -0.957 1.026  H14 0.957, H15 0.957
14 H 2.541 -0.663 1.816  O13 0.957
15 H 3.511 -0.199 0.749  O13 0.957
16 O -3.044 -2.012 0.907  H17 0.957, H18 0.957
17 H -3.617 -2.466 1.526  O16 0.957
18 H -2.217 -1.908 1.378  O16 0.957
19 O 1.947 1.017 -1.450  H20 0.957, H21 0.957
20 H 2.738 0.879 -1.972  O19 0.957
21 H 1.272 0.509 -1.900  O19 0.957
22 C -1.255 2.209 -3.044  O23 1.186, N24 1.276, N25 1.293
23 O -2.036 2.163 -2.153  C22 1.186
24 N 0.014 2.214 -2.906  C22 1.276, H26 1.010, H27 1.010
25 N -1.615 2.457 -4.261  C22 1.293, H28 1.010, H29 1.010
26 H 0.553 2.351 -3.748  N24 1.010
27 H 0.465 2.254 -2.003  N24 1.010
28 H -2.613 2.460 -4.419  N25 1.010
29 H -1.061 2.101 -5.027  N25 1.010
30 C 0.190 4.141 -0.250  O31 1.250, N32 1.245, N33 1.259
31 O -0.662 4.926 -0.719  C30 1.250
32 N 1.359 4.020 -0.658  C30 1.245, H34 1.010, H35 1.010
33 N -0.063 3.413 0.746  C30 1.259, H36 1.010, H37 1.010
34 H 1.669 4.596 -1.428  N32 1.010
35 H 2.009 3.330 -0.308  N32 1.010
36 H 0.484 2.577 0.892  N33 1.010
37 H -0.959 3.472 1.208  N33 1.010
38 C -0.601 -4.017 2.646  O39 1.206, N40 1.290, N41 1.294
39 O -1.137 -4.271 1.596  C38 1.206
40 N -0.147 -4.983 3.371  C38 1.290, H42 1.010, H43 1.010
41 N -0.434 -2.858 3.197  C38 1.294, H44 1.010, H45 1.010
42 H -0.290 -5.858 2.887  N40 1.010
43 H 0.673 -4.814 3.936  N40 1.010
44 H -0.694 -2.012 2.709  N41 1.010
45 H 0.122 -2.756 4.034  N41 1.010


*B*
A 10-piece molecular cluster, C3H26N6O10 overall, computed with the ωB97M-V functional and the def2-TZVPD basis.

Properties
SMILES ... NC(N)=O.NC(N)=O.NC(N)=O.O.O.O.O.O.O.O
2S+1 ... 1
Charge ... 0
Gap between HOMO and LUMO ... 8.400 eV

Last columns: bonded neighbours and bond lengths (Å).
Element x y z (Å)
1 O 1.277 -3.026 -2.404  H2 0.963, H3 0.965
2 H 2.032 -2.432 -2.337  O1 0.963
3 H 1.611 -3.883 -2.111  O1 0.965
4 O -2.546 -1.398 2.240  H5 0.966, H6 0.978
5 H -2.332 -2.122 2.842  O4 0.966
6 H -1.680 -1.041 1.957  O4 0.978
7 O -1.255 -1.981 -3.317  H8 0.962, H9 0.973
8 H -1.517 -2.230 -4.209  O7 0.962
9 H -0.476 -2.535 -3.134  O7 0.973
10 O 1.812 2.133 -3.269  H11 0.965, H12 0.965
11 H 2.472 1.618 -2.790  O10 0.965
12 H 1.990 1.946 -4.199  O10 0.965
13 O -3.721 -0.111 -0.312  H14 0.961, H15 0.974
14 H -3.645 0.769 0.069  O13 0.961
15 H -2.878 -0.544 -0.090  O13 0.974
16 O -0.009 2.304 3.187  H17 0.965, H18 0.964
17 H -0.201 1.712 3.925  O16 0.965
18 H -0.515 3.101 3.377  O16 0.964
19 O -1.484 3.977 -0.911  H20 0.963, H21 0.964
20 H -2.293 3.824 -0.412  O19 0.963
21 H -1.133 3.096 -1.082  O19 0.964
22 C -0.093 0.335 -0.348  O23 1.238, N24 1.375, N25 1.347
23 O -0.884 -0.427 0.225  C22 1.238
24 N 0.199 0.159 -1.680  C22 1.375, H26 1.012, H27 1.007
25 N 0.494 1.407 0.218  C22 1.347, H28 1.000, H29 1.011
26 H -0.130 -0.685 -2.131  N24 1.012
27 H 0.903 0.728 -2.120  N24 1.007
28 H 1.019 2.017 -0.375  N25 1.000
29 H 0.454 1.438 1.228  N25 1.011
30 C 3.753 2.692 2.826  O31 1.224, N32 1.355, N33 1.380
31 O 3.676 3.181 3.946  C30 1.224
32 N 4.710 3.044 1.935  C30 1.355, H34 1.001, H35 1.002
33 N 2.925 1.679 2.389  C30 1.380, H36 0.998, H37 1.004
34 H 5.555 3.547 2.119  N32 1.001
35 H 4.726 2.502 1.092  N32 1.002
36 H 3.085 1.318 1.472  N33 0.998
37 H 2.060 1.493 2.863  N33 1.004
38 C -2.283 -3.939 -0.360  O39 1.228, N40 1.374, N41 1.364
39 O -2.432 -4.918 -1.087  C38 1.228
40 N -3.314 -3.181 0.142  C38 1.374, H42 1.011, H43 1.022
41 N -1.073 -3.387 -0.061  C38 1.364, H44 1.003, H45 1.009
42 H -4.140 -3.754 0.251  N40 1.011
43 H -3.221 -2.386 0.777  N40 1.022
44 H -0.321 -3.562 -0.703  N41 1.003
45 H -1.178 -2.478 0.363  N41 1.009


What is the stability order? It is *B*, *A*, from most stable to least stable.